Entry A
DFT (ωB97M-V with the def2-TZVPD basis set) results for C15H17NO4 in the gas phase.

Structure (XYZ):
```
37
Properties=species:S:1:pos:R:3:mulliken_charge:R:1
O 4.578 3.048 -0.352 -0.518
O 1.338 -0.589 3.167 -0.566
O -2.857 -1.830 0.587 -0.408
O -4.039 -3.187 -0.727 -0.576
N -1.210 0.567 -1.561 -0.154
C 0.820 -1.867 2.887 0.153
C -2.006 -0.696 0.465 0.365
C -0.044 1.250 -1.333 0.955
C 3.548 3.488 -0.803 -0.252
C -2.699 -1.406 -1.714 -0.652
C 2.315 2.732 -0.991 0.453
C 1.169 3.333 -1.519 -0.827
C 1.903 -2.806 2.341 -1.303
C -0.351 -1.838 1.941 -0.741
C -0.874 -0.730 1.442 -0.562
C -3.293 -2.265 -0.601 0.454
C 2.260 1.379 -0.645 -1.023
C 0.015 2.607 -1.685 -0.708
C -1.525 -0.721 -1.024 -0.151
C 1.108 0.648 -0.809 0.031
H 3.473 4.549 -1.120 0.280
H -2.005 1.144 -1.795 0.267
H 2.249 -2.456 1.369 0.285
H -0.765 -2.804 1.691 0.490
H -0.479 0.239 1.714 0.631
H 3.152 0.922 -0.243 0.452
H -3.457 -0.683 -2.028 0.275
H -2.613 0.206 0.633 0.240
H 1.098 -0.394 -0.531 0.368
H 2.749 -2.825 3.024 0.352
H 1.770 -0.248 2.375 0.314
H 1.515 -3.814 2.233 0.396
H 0.472 -2.246 3.856 0.350
H -2.425 -2.013 -2.573 0.315
H -0.641 -1.362 -1.093 0.332
H 1.194 4.378 -1.793 0.345
H -0.868 3.080 -2.093 0.341
```

Properties
HOMO energy ... -8.53 eV
SMILES string ... C[C@@H](O)/C=C/[C@@H]1OC(=O)C[C@H]1Nc1ccc(C=O)cc1
LUMO energy ... 0.20 eV

***

Entry B
DFT (ωB97M-V with the def2-TZVPD basis set) results for C15H17NO4 in the gas phase.

Structure (XYZ):
```
37
Properties=species:S:1:pos:R:3:mulliken_charge:R:1
O -4.380 -0.949 0.083 -0.490
O -0.306 -3.995 -0.505 -0.472
O -3.813 3.201 0.813 -0.487
O 3.112 0.955 0.967 -0.366
N -3.792 0.900 1.468 -0.477
C -0.440 -2.669 -0.268 1.088
C -3.289 2.122 0.825 0.000
C 2.713 0.101 2.020 -0.661
C 2.957 0.313 -0.287 0.580
C -1.088 -3.677 0.832 -1.235
C -0.845 2.258 -0.191 -1.371
C -2.006 1.630 0.138 0.250
C -3.612 -0.086 0.395 -0.067
C 2.663 1.301 -1.409 -1.096
C -1.508 -1.913 -1.142 -0.942
C -2.226 0.275 -0.153 0.608
C 0.144 1.518 -0.836 0.555
C -0.101 0.198 -1.152 -0.009
C -1.281 -0.455 -0.822 -0.103
C 1.452 2.219 -1.162 -0.818
H 3.245 -0.861 2.003 0.306
H 2.217 -0.491 -0.180 -0.462
H 1.314 2.933 -1.983 0.452
H -2.468 -2.297 -0.813 0.417
H 2.588 0.803 -2.383 0.404
H 3.907 -0.190 -0.544 0.385
H 0.695 -0.314 -1.687 0.895
H -0.769 -4.669 1.186 0.415
H -1.246 -2.182 -2.169 0.338
H -0.719 3.305 0.071 0.502
H -2.990 0.699 2.070 0.397
H 3.546 1.950 -1.487 0.444
H 1.627 -0.078 1.981 0.224
H -0.401 -3.162 1.596 0.221
H 2.959 0.588 2.967 0.280
H 0.449 -2.111 0.042 -0.098
H 1.693 2.832 -0.283 0.397
```

Properties
HOMO energy ... -8.84 eV
SMILES string ... COCCCc1cc(C[C@H]2CO2)c2c(c1)C(=O)NC2=O
LUMO energy ... -0.14 eV

***

Most stable pick: entry A. Distance to second place: 142.0 kcal/mol.

***

Entry A
DFT (ωB97M-V with the def2-TZVPD basis set) results for CHN3O2 in the gas phase.

Structure (XYZ):
```
7
Properties=species:S:1:pos:R:3:mulliken_charge:R:1
O -1.473 -0.539 0.075 -0.001
O 2.037 -0.146 -0.031 -0.442
N -0.306 -1.106 -0.028 -0.278
N -0.007 1.056 0.063 -0.150
N -1.218 0.859 -0.101 -0.125
C 0.658 -0.153 -0.024 0.643
H 2.256 0.731 0.250 0.353
```

Properties
HOMO energy ... -10.73 eV
SMILES string ... Oc1nnon1
LUMO energy ... -0.07 eV

***

Entry B
DFT (ωB97M-V with the def2-TZVPD basis set) results for 2 unconnected molecules or ions with the total composition CHN3O2.

Structure (XYZ):
```
7
Properties=species:S:1:pos:R:3:mulliken_charge:R:1
O 3.624 -0.199 1.031 -0.544
O 1.088 -1.465 -1.190 -0.373
N 2.684 0.709 -0.750 -0.352
N 3.248 0.221 0.053 0.868
N 0.647 -0.756 0.980 -0.460
C 0.708 -1.206 -0.132 0.603
H -0.234 -0.711 1.471 0.257
```

Properties
HOMO energy ... -11.27 eV
SMILES string ... N#[N+][O-].N=C=O
LUMO energy ... 0.58 eV

***

Entry C
DFT (ωB97M-V with the def2-TZVPD basis set) results for CHN3O2 in the gas phase.

Structure (XYZ):
```
7
Properties=species:S:1:pos:R:3:mulliken_charge:R:1
O -1.093 -0.558 1.964 -0.496
O -0.876 0.551 -0.239 -0.258
N 1.091 -0.318 -0.561 -0.126
N 0.610 -0.874 0.586 -0.184
N 0.217 0.391 -1.162 0.215
C -0.510 -0.403 0.895 0.593
H 0.560 1.212 -1.484 0.256
```

Properties
HOMO energy ... -10.98 eV
SMILES string ... O=c1nn[nH]o1
LUMO energy ... -1.35 eV

***

Most stable pick: entry B. Distance to second place: 33.2 kcal/mol.

***

Entry A
DFT (ωB97M-V with the def2-TZVPD basis set) results for C5H12Si in the gas phase.

Structure (XYZ):
```
18
Properties=species:S:1:pos:R:3:mulliken_charge:R:1
Si 2.208 0.425 0.077 0.460
C -0.721 0.369 -0.086 0.728
C 0.420 -0.355 -0.026 0.302
C -2.055 -0.309 0.072 -1.290
C 0.297 -1.912 -0.085 -1.334
C -0.586 1.831 0.033 -1.347
H -1.999 -0.826 1.160 0.226
H 0.420 2.107 -0.252 0.333
H -2.058 -1.135 -0.681 0.293
H 2.830 0.480 -1.292 -0.125
H 2.459 1.817 0.538 -0.142
H -1.271 2.179 -0.673 0.403
H -0.295 -2.025 -0.942 0.398
H 1.254 -2.497 -0.216 0.322
H -0.826 2.167 1.092 0.236
H -0.347 -2.300 0.650 0.348
H 3.117 -0.381 0.677 -0.207
H -2.847 0.364 -0.047 0.400
```

Properties
HOMO energy ... -8.82 eV
SMILES string ... CC(C)=C(C)[SiH3]
LUMO energy ... 0.87 eV

***

Entry B
DFT (ωB97M-V with the def2-TZVPD basis set) results for 2 unconnected molecules or ions with the total composition C5H12Si.

Structure (XYZ):
```
18
Properties=species:S:1:pos:R:3:mulliken_charge:R:1
Si -0.944 2.257 0.261 0.378
C -0.363 0.682 1.085 -0.037
C 0.963 -2.026 -0.477 -0.993
C 0.402 -0.698 -0.776 0.188
C -1.014 -0.366 1.909 -0.866
C 1.157 0.087 -1.773 -0.988
H 1.221 -2.667 -1.357 0.383
H 0.332 -2.705 0.099 0.307
H -1.798 0.051 2.667 0.305
H 1.831 -1.796 0.294 0.210
H -1.620 -1.099 1.370 0.299
H -1.523 2.111 -1.043 -0.117
H -0.331 -1.033 2.524 0.283
H 0.520 0.789 -2.438 0.242
H 1.730 0.778 -1.096 0.266
H 1.758 -0.518 -2.453 0.376
H -2.288 2.663 0.932 -0.142
H -0.033 3.490 0.272 -0.094
```

Properties
HOMO energy (alpha / beta) ... -7.16 / -8.37 eV
LUMO energy (alpha / beta) ... -0.53 / -0.10 eV

***

Most stable pick: entry A. Distance to second place: 133.6 kcal/mol.

***

Entry A
DFT (ωB97M-V with the def2-TZVPD basis set) results for H4N4O2 in the gas phase.

Structure (XYZ):
```
10
Properties=species:S:1:pos:R:3:mulliken_charge:R:1
O -1.537 0.994 0.536 -0.491
O -1.873 -1.018 -0.403 -0.526
N 0.893 1.123 -0.439 -0.428
N 0.296 -0.183 -0.585 -0.061
N -1.262 -0.027 -0.097 0.844
N 0.786 -1.093 0.283 -0.393
H 0.376 1.794 -0.971 0.287
H 0.948 1.320 0.527 0.269
H 0.518 -0.920 1.293 0.252
H 0.854 -1.990 -0.143 0.247
```

Properties
HOMO energy ... -9.76 eV
SMILES string ... NN(N)[N+](=O)[O-]
LUMO energy ... 0.40 eV

***

Entry B
DFT (ωB97M-V with the def2-TZVPD basis set) results for 2 unconnected molecules or ions with the total composition H4N4O2.

Structure (XYZ):
```
10
Properties=species:S:1:pos:R:3:mulliken_charge:R:1
O -0.106 1.516 -0.011 -0.701
O 0.517 1.375 -2.067 -0.635
N 0.285 -0.244 1.633 -0.038
N 0.491 -1.153 0.758 -0.319
N -0.037 0.894 -1.060 1.152
N -0.579 -0.286 -1.065 -0.715
H 0.629 0.608 1.060 0.452
H -0.274 -1.770 0.490 0.299
H -0.541 -0.109 2.179 0.245
H -0.385 -0.831 -1.917 0.261
```

Properties
HOMO energy (alpha / beta) ... -9.70 / -9.70 eV
LUMO energy (alpha / beta) ... -1.36 / -1.36 eV

***

Most stable pick: entry A. Distance to second place: 35.3 kcal/mol.